# C21H39Br5F5OP

A cluster of 3 separate species, C21H39Br5F5OP in total (ωB97M-V/def2-TZVPD, the OMol25 dataset).

SMILES: COCCCCCCCCP(CCCC(F)(F)C(F)(F)F)C[C@@H](C)Br.BrCCBr.BrCCBr
E (eV): -397546.735
HOMO-LUMO gap (eV): 9.2
HOMO level (Eh): -0.3219
LUMO (eV): 0.42
Net charge: 0

Structure (XYZ):
```
72
Properties=species:S:1:pos:R:3:forces:R:3:mulliken_charge:R:1
C -6.456 5.016 1.672 0.00 -0.03 0.06 -0.483
O -5.932 4.200 0.649 -0.01 -0.05 -0.04 -0.370
C -5.638 2.897 1.108 0.02 0.03 0.04 -0.328
C -4.906 2.121 0.028 0.03 -0.03 -0.01 -0.375
C -4.279 0.844 0.594 0.06 0.04 0.04 -0.698
C -3.842 -0.159 -0.473 0.00 -0.10 -0.08 -0.610
C -2.536 0.207 -1.180 0.09 0.20 0.07 -0.606
C -1.963 -0.938 -2.029 -0.08 -0.04 -0.19 -1.024
C -0.896 -1.780 -1.310 -0.01 -0.06 0.19 -0.648
C 0.537 -1.381 -1.674 -0.15 0.11 -0.07 -0.725
P 1.807 -2.369 -0.768 0.01 0.14 -0.05 -0.111
C 3.347 -1.791 -1.642 0.10 -0.07 -0.06 -1.060
C 3.989 -0.452 -1.277 -0.03 0.09 0.04 -0.186
C 5.394 -0.380 -1.884 -0.11 0.14 0.02 -0.179
C 6.151 0.926 -1.777 -0.44 0.10 0.17 0.915
F 7.091 0.995 -2.750 0.33 -0.11 -0.31 -0.341
F 6.807 0.999 -0.596 0.20 0.03 0.43 -0.319
C 5.337 2.233 -1.882 -0.08 -0.55 -0.22 0.500
F 4.546 2.387 -0.834 -0.36 0.03 0.64 -0.235
F 6.120 3.286 -1.966 0.57 0.57 -0.03 -0.270
F 4.568 2.200 -2.971 -0.26 -0.06 -0.51 -0.268
C 1.782 -1.384 0.803 0.04 -0.05 0.22 -1.000
C 2.637 -1.981 1.918 -0.14 -0.10 0.12 -0.092
C 4.065 -2.352 1.552 0.09 0.08 0.08 -1.245
Br 2.693 -0.704 3.427 -0.04 -0.06 -0.02 -0.168
H -7.266 4.506 2.210 0.01 0.11 -0.07 0.076
H -5.679 5.280 2.405 -0.08 -0.03 -0.06 0.287
H -6.840 5.927 1.211 0.05 -0.09 0.04 0.260
H -5.025 2.948 2.023 -0.03 0.00 -0.10 0.437
H -6.576 2.379 1.373 0.12 0.04 0.04 -0.070
H -5.604 1.862 -0.778 0.05 0.09 0.07 0.251
H -4.142 2.776 -0.403 -0.05 -0.08 0.01 0.277
H -3.404 1.123 1.197 -0.14 -0.08 0.04 0.318
H -4.991 0.365 1.277 0.04 0.04 -0.09 0.367
H -3.734 -1.158 -0.029 0.02 0.13 0.02 0.322
H -4.636 -0.242 -1.227 0.07 -0.10 0.08 0.307
H -1.797 0.497 -0.419 -0.04 0.00 -0.12 0.327
H -2.693 1.097 -1.801 -0.02 -0.09 0.07 0.374
H -2.785 -1.595 -2.340 0.05 0.13 0.01 0.419
H -1.537 -0.530 -2.952 -0.01 -0.10 0.07 0.469
H -1.030 -2.847 -1.520 0.03 0.11 -0.03 0.452
H -1.035 -1.666 -0.226 -0.04 -0.09 -0.12 0.230
H 0.673 -0.303 -1.505 0.07 -0.10 -0.05 0.296
H 0.709 -1.572 -2.740 -0.08 0.07 0.08 0.497
H 4.087 -2.594 -1.541 -0.08 0.13 0.00 0.327
H 3.078 -1.767 -2.707 0.04 -0.11 0.07 0.659
H 3.362 0.369 -1.632 0.00 -0.07 0.04 0.458
H 4.071 -0.349 -0.192 -0.03 0.09 -0.12 0.142
H 6.022 -1.110 -1.360 -0.14 0.24 -0.20 -0.660
H 5.384 -0.668 -2.939 -0.14 0.26 0.20 0.511
H 0.734 -1.405 1.122 0.13 0.06 0.03 0.446
H 2.030 -0.333 0.639 0.09 -0.04 -0.10 0.466
H 2.121 -2.836 2.357 0.08 0.00 -0.17 0.488
H 4.689 -1.455 1.493 -0.04 -0.14 -0.08 0.323
H 4.511 -3.014 2.297 -0.10 0.11 0.01 0.471
H 4.099 -2.871 0.589 -0.02 0.01 0.16 0.266
Br 7.428 -2.625 0.423 0.05 -0.09 0.05 -0.084
C 8.493 -3.430 -0.987 -0.02 0.00 0.01 -0.572
C 8.330 -2.706 -2.298 -0.03 0.01 -0.02 -0.549
Br 6.591 -3.032 -3.103 0.33 -0.69 -0.29 -0.097
H 8.183 -4.469 -1.053 0.03 0.00 -0.01 0.381
H 9.527 -3.375 -0.655 0.00 0.02 0.00 0.357
H 9.066 -3.059 -3.018 -0.02 -0.01 0.00 0.377
H 8.420 -1.630 -2.181 0.03 0.04 -0.01 0.300
Br -7.980 -0.437 4.648 -0.02 0.02 0.01 -0.136
C -9.501 0.719 4.292 0.04 -0.03 0.02 -0.612
C -9.090 1.992 3.600 0.05 0.04 -0.01 -0.361
Br -8.163 3.212 4.794 -0.01 -0.04 0.02 -0.111
H -9.976 0.911 5.249 -0.02 0.00 -0.02 0.385
H -10.172 0.147 3.656 0.01 0.00 -0.01 0.361
H -9.964 2.529 3.240 -0.01 -0.01 0.03 0.386
H -8.413 1.798 2.773 -0.04 0.01 -0.02 0.108
```
Positions in Å, forces in eV/Å.